No. 1
Formula: C2H11N3
Source: the Open Molecules 2025 dataset
Level of theory: ωB97M-V with the def2-TZVPD basis set

Geometry as XYZ:
```
16
Properties=species:S:1:pos:R:3:mulliken_charge:R:1
C 2.76489 1.21163 1.60755 -1.75
N 3.07389 1.13950 2.98704 -0.38
H 2.84386 0.13709 1.28964 0.43
H 3.45949 1.84348 0.96641 0.23
H 1.75349 1.57255 1.60700 0.70
H 3.97044 0.76129 3.18036 0.19
H 2.79059 1.81973 3.62494 0.22
N -3.09888 -2.12202 -1.45163 -0.29
C -2.00250 -1.22880 -1.74911 -0.90
N -2.26474 0.23382 -2.29394 -0.89
H -4.01393 -1.72865 -1.44255 0.17
H -3.00417 -2.29636 -0.50824 0.33
H -1.23925 -1.02487 -0.98051 -0.35
H -1.38068 -1.82958 -2.36094 0.29
H -2.10442 0.88107 -1.53381 0.55
H -1.54807 0.63012 -2.94221 0.46
```

Values from the calculation:
energy relative to the best compared isomer or geometry (same formula, charge and spin)	129.03	kJ/mol
total charge	-1
LUMO level (spin up / spin down)	3.941 / 3.959	eV
expectation value of S²	0.7506
highest occupied orbital energy (spin up / spin down)	0.0468 / -0.2057	hartree
frontier orbital gap (spin up / spin down)	2.67 / 9.56	eV
2S+1	2
E_tot	-246.941312	a.u.



No. 2
Formula: C35H90O40S11V
Source: the Open Molecules 2025 dataset
Level of theory: ωB97M-V with the def2-TZVPD basis set

Geometry as XYZ:
```
177
Properties=species:S:1:pos:R:3:mulliken_charge:R:1
O -0.07491 0.10811 -0.97375 0.01
V 0.94962 0.76734 -0.04626 1.13
O 0.81824 4.54765 -1.74479 -0.45
C 0.87287 3.36943 -1.20906 0.44
O 1.56920 2.44856 -1.63609 -0.80
O 0.19419 2.99282 -0.20530 0.12
H 0.22042 4.89491 -1.07873 0.32
O 0.85204 -1.29427 3.49611 -0.41
C 0.92277 -0.65269 2.33583 0.00
O 0.55134 0.57146 2.19726 -0.04
O 1.37190 -1.15183 1.27957 -0.38
H 0.41468 -0.58284 3.96958 0.34
O -1.24376 -6.58948 -0.08151 -0.62
S 0.02349 -7.19886 -0.48269 1.21
O 0.37598 -7.34830 -1.94272 -0.66
O 1.23173 -6.51629 0.32104 -0.14
C 1.06776 -6.19211 1.74887 -0.74
C 0.46316 -4.83902 2.02346 -0.09
C 0.02896 -8.85667 0.42498 -1.17
H 2.12629 -6.26191 1.99934 0.48
H 0.49960 -6.96015 2.27368 0.28
H -0.61317 -4.78278 1.86087 0.11
H 0.90884 -4.07773 1.38322 -0.24
H 0.76548 -4.61158 3.04571 0.30
H -0.64823 -9.47109 -0.16832 0.42
H -0.39470 -8.81656 1.42846 0.36
H 1.04230 -9.25812 0.43308 0.36
O -4.08812 0.32560 2.13976 -0.64
S -3.20062 1.15681 1.37072 1.09
O -2.20459 0.48389 0.57217 -0.79
O -4.02531 2.01891 0.25380 -0.28
C -3.32956 2.62947 -0.82300 0.73
C -4.29805 3.42453 -1.68188 -1.58
C -2.48495 2.56075 2.45761 -0.95
H -2.66742 2.03532 -1.45281 -0.24
H -2.67044 3.36463 -0.36126 0.26
H -5.10913 2.80894 -2.07086 0.24
H -3.87130 3.87219 -2.57943 0.25
H -4.80046 4.30972 -1.29182 0.52
H -1.92848 3.26374 1.83773 0.13
H -1.80276 2.06139 3.14563 0.31
H -3.37721 2.94567 2.95137 0.50
O 3.38584 4.37390 3.98222 -0.45
S 2.57100 4.02434 5.13239 1.16
O 3.02168 3.08441 6.19677 -0.66
O 2.15088 5.41782 5.96638 -0.28
C 1.28258 5.28464 7.13449 -0.15
C 1.24509 6.66555 7.70666 -1.30
C 0.88699 3.48924 4.51307 -0.50
H 1.68121 4.48024 7.75267 0.40
H 0.28081 4.91438 6.91666 0.25
H 0.91089 7.29737 6.88374 0.30
H 2.19804 7.09661 8.01356 0.32
H 0.53529 6.75602 8.52892 0.39
H 0.12103 3.69911 5.25963 0.42
H 0.86692 2.44977 4.18567 0.04
H 0.59463 4.12443 3.67690 0.07
O -4.87260 -5.04213 -0.72785 -0.63
S -4.14609 -4.85292 -2.00096 1.20
O -4.76292 -4.22807 -3.15924 -0.63
O -2.68097 -4.04205 -1.70136 0.14
C -1.96772 -3.43068 -2.75246 -0.45
C -0.48520 -3.32343 -2.29849 0.22
C -3.55025 -6.49006 -2.44717 -0.62
H -2.52392 -2.50961 -2.92683 -0.10
H -2.13491 -4.00604 -3.66303 0.52
H -0.35872 -2.61324 -1.48136 -0.17
H 0.17783 -3.07715 -3.12786 -0.24
H -0.16398 -4.32502 -2.01255 0.13
H -3.07532 -6.42553 -3.42614 0.33
H -4.39806 -7.17512 -2.44491 0.45
H -2.79608 -6.74759 -1.70352 -0.09
O 2.49685 -0.38070 -1.33921 0.53
S 2.95611 -1.16892 -2.45246 0.63
O 3.35070 -2.56340 -2.33069 -0.55
O 1.80135 -0.95724 -3.66237 0.53
C 1.84003 -1.81415 -4.81952 -0.64
C 0.51862 -1.56734 -5.64503 -0.57
C 4.37031 -0.21881 -3.19267 -0.83
H 1.90091 -2.88808 -4.64333 0.32
H 2.74521 -1.70014 -5.41599 0.43
H -0.19267 -1.46771 -4.82512 -0.18
H 0.27984 -2.34475 -6.37078 0.42
H 0.61831 -0.60939 -6.15541 0.22
H 5.21968 -0.30114 -2.51451 -0.03
H 4.12227 0.83691 -3.30231 0.21
H 4.65856 -0.73255 -4.10978 0.48
O -1.56748 0.42638 -3.19290 -0.52
S -1.78227 0.95467 -4.54033 1.07
O -2.07487 0.10957 -5.69406 -0.70
O -3.02755 2.10132 -4.47009 0.05
C -3.37057 2.69852 -5.74416 -0.33
C -4.80358 3.24018 -5.81297 -1.33
C -0.33475 2.01688 -4.92178 -0.90
H -3.13153 2.05020 -6.58717 0.50
H -2.81198 3.62554 -5.87350 0.19
H -5.52886 2.52722 -5.42085 0.32
H -5.09988 3.49895 -6.82951 0.40
H -4.99890 4.18015 -5.29683 0.32
H -0.28095 2.11905 -6.00564 0.50
H 0.55767 1.52975 -4.52885 -0.08
H -0.41831 3.01431 -4.49021 0.38
O 2.97326 1.70750 0.81101 -0.72
S 4.39151 2.09003 0.71109 0.61
O 5.07531 2.58857 1.90167 -0.68
O 5.17372 0.81816 0.03523 0.14
C 6.59807 0.87076 0.21808 -0.08
C 7.16030 -0.21195 -0.68811 -1.36
C 4.52291 3.34679 -0.63370 -0.77
H 6.75328 0.51057 1.23507 0.28
H 7.18050 1.71374 -0.15375 0.28
H 6.55735 -1.11275 -0.80267 0.14
H 8.14180 -0.51123 -0.32041 0.43
H 7.35508 0.02618 -1.73380 0.39
H 5.58343 3.58107 -0.72600 0.44
H 3.96281 4.26522 -0.45807 0.20
H 4.06018 2.93857 -1.53222 0.08
O 6.83193 -5.52328 -0.02846 -0.65
S 5.48955 -5.14340 0.41409 1.21
O 4.97026 -5.62258 1.73371 -0.61
O 5.31836 -3.45249 0.35058 -0.35
C 4.19497 -2.75486 0.88204 1.84
C 4.50062 -2.31592 2.35110 -1.47
C 4.35383 -5.48463 -0.99711 -0.53
H 3.25778 -3.24944 0.62678 -0.36
H 4.15724 -1.83217 0.30296 -0.78
H 3.92412 -1.45559 2.69107 0.28
H 5.55054 -2.09068 2.53825 0.37
H 4.34194 -3.19344 2.97791 0.43
H 4.61007 -6.46788 -1.39164 0.53
H 4.58740 -4.67712 -1.69099 0.10
H 3.33017 -5.26567 -0.69336 0.00
O -3.51929 -3.39649 6.04525 -0.61
S -3.14839 -4.63750 5.39550 1.12
O -3.81283 -5.88769 5.85851 -0.62
O -3.41635 -4.54954 3.73677 -0.35
C -3.07088 -3.38671 3.08780 -0.12
C -3.49454 -3.53923 1.63795 -0.14
C -1.31854 -4.81985 5.35360 -0.55
H -2.01993 -3.10322 3.14463 -0.01
H -3.58194 -2.53027 3.52759 0.65
H -3.64788 -2.52384 1.27247 -0.19
H -4.45614 -4.05191 1.66123 0.30
H -2.72298 -3.86530 0.94047 -0.13
H -0.95918 -3.88510 4.92325 0.04
H -1.07474 -5.68237 4.73334 0.16
H -0.98663 -4.95918 6.38245 0.49
O 3.26495 10.00528 1.65364 -0.60
S 3.60897 9.30460 0.40300 1.09
O 5.00126 9.28156 -0.05347 -0.61
O 3.03509 7.73106 0.41312 -0.21
C 1.69101 7.50432 0.77334 -0.36
C 1.62331 6.15564 1.51977 -0.82
C 2.64807 9.91208 -0.96897 -0.90
H 0.99243 7.68296 -0.04408 0.41
H 1.38363 8.22643 1.52976 0.46
H 2.26253 6.05733 2.39717 0.38
H 1.86538 5.41712 0.75552 -0.25
H 0.63708 5.80654 1.82568 0.34
H 2.90625 10.95910 -1.12772 0.37
H 1.64759 9.90537 -0.53644 0.33
H 2.72773 9.34406 -1.89586 0.30
O -8.95489 0.75914 -2.05490 -0.64
S -8.06812 0.19810 -1.03413 1.21
O -8.48794 -0.93223 -0.20379 -0.62
O -6.65429 -0.21545 -1.77443 -0.28
C -5.69677 -0.79266 -0.97573 -0.63
C -4.32826 -0.73424 -1.64152 0.03
C -7.46850 1.61026 0.05331 -0.66
H -5.90919 -1.85737 -0.87898 0.38
H -5.66753 -0.42751 0.05088 0.35
H -4.38881 -1.28246 -2.58168 0.69
H -3.66947 -1.24823 -0.94159 -0.10
H -3.95715 0.27793 -1.80240 -0.51
H -8.40525 2.00027 0.45144 0.50
H -6.97882 2.28655 -0.64736 0.12
H -6.78224 1.20654 0.79772 0.20
```

Values from the calculation:
LUMO level (spin up / spin down)	-0.634 / -0.388	eV
expectation value of S²	0.7720
highest occupied orbital energy (spin up / spin down)	-0.3666 / -0.3806	hartree
frontier orbital gap (spin up / spin down)	9.34 / 9.97	eV
2S+1	2
E_tot	-9721.008498	a.u.